This record from the Open Molecules 2025 dataset describes a 8-piece molecular cluster, C28H51N3O15 overall in a non-equilibrium geometry. The level of theory is ωB97M-V/def2-TZVPD.

Properties
Total charge   0
E_tot   -2390.04572 a.u.
Frontier orbital gap   0.377 hartree
SMILES   C[C@H]1COC(=O)O1.COC(=O)OC.COC(=O)OC.COC(=O)OC.COC(=O)OC.CCCC#N.CCCC#N.CCCC#N
Largest force on an atom   9.00 eV Å⁻¹
LUMO level   0.040 eV

Atoms and positions in Å:
1 C -1.01842 -0.16561 -7.53284
2 C -1.52242 -0.33761 -6.11284
3 C -0.40142 -0.64061 -5.02784
4 O -0.97342 -0.00261 -3.95584
5 C -1.90042 0.98839 -4.32184
6 O -2.32042 1.90839 -3.58684
7 O -2.12842 0.86839 -5.57684
8 H -0.34542 0.69539 -7.46684
9 H -1.86342 -0.03561 -8.25984
10 H -0.56542 -1.12461 -7.81384
11 H -2.27342 -1.12761 -6.11684
12 H 0.61058 -0.28861 -5.25684
13 H -0.34442 -1.67961 -4.86484
14 C -1.67342 -6.08261 -3.90784
15 O -1.78242 -5.41761 -2.71684
16 C -0.92642 -4.40461 -2.35784
17 O 0.19358 -3.99361 -3.19384
18 O -1.23042 -3.78061 -1.21784
19 C -0.82842 -2.42761 -1.01184
20 H -0.70342 -6.58661 -4.02484
21 H -1.87042 -5.33061 -4.69784
22 H -2.37442 -6.79461 -4.06984
23 H 0.22458 -2.36561 -1.11284
24 H -1.16142 -2.14961 -0.05784
25 H -1.23242 -1.63861 -1.70584
26 C 2.88158 2.59639 3.36416
27 O 2.24058 1.90239 4.42416
28 C 1.40458 2.56439 5.28216
29 O 1.03458 3.91839 4.98516
30 O 0.84658 1.89739 6.35516
31 C 0.03858 2.44539 7.33416
32 H 3.41558 3.42139 3.90316
33 H 2.16558 3.03739 2.62716
34 H 3.54858 1.84839 2.86116
35 H -1.08042 2.23839 7.15316
36 H 0.20858 3.53439 7.47416
37 H 0.25258 2.01539 8.38716
38 C 5.04758 1.98239 -0.92484
39 O 5.98858 1.71039 0.11116
40 C 5.73658 0.81539 1.03116
41 O 4.66258 -0.03861 1.00816
42 O 6.53058 0.76339 2.06116
43 C 6.40458 -0.18961 3.06716
44 H 4.85858 1.05639 -1.38184
45 H 5.37558 2.74539 -1.66584
46 H 4.10258 2.35939 -0.55884
47 H 5.54658 0.07939 3.60016
48 H 7.24258 -0.17661 3.86816
49 H 6.31758 -1.15761 2.58116
50 C 1.92458 2.71239 -3.37984
51 O 2.21458 1.63539 -2.45484
52 C 2.60358 0.51039 -3.08784
53 O 3.22858 0.43739 -4.28484
54 O 2.39058 -0.64661 -2.40484
55 C 2.67258 -1.91161 -3.09884
56 H 1.21158 2.39139 -4.11784
57 H 2.73358 3.27439 -3.73884
58 H 1.34358 3.37239 -2.75184
59 H 1.91758 -2.13561 -3.81584
60 H 2.53358 -2.71261 -2.29984
61 H 3.70058 -1.93861 -3.46984
62 C -4.69542 -1.34961 -0.40984
63 C -4.69742 -0.82861 1.03616
64 C -5.16142 -1.87561 1.97716
65 C -6.02742 -1.32261 2.98716
66 N -6.68042 -0.89061 3.82216
67 H -4.85342 -0.63661 -1.18484
68 H -5.37942 -2.19261 -0.47084
69 H -3.70842 -1.59561 -0.77984
70 H -5.39442 -0.02061 0.99716
71 H -3.77542 -0.39761 1.47816
72 H -4.41942 -2.45361 2.37916
73 H -5.85842 -2.67561 1.63016
74 C -1.45442 1.05039 3.41916
75 C -2.18042 0.75739 4.65416
76 C -1.55142 -0.45361 5.43016
77 C -2.01642 -0.62161 6.85416
78 N -2.40042 -0.71261 7.94516
79 H -2.04242 1.78539 2.84216
80 H -1.50842 0.07539 2.89316
81 H -0.46542 1.52439 3.43216
82 H -3.13942 0.40039 4.35916
83 H -2.29242 1.55139 5.33216
84 H -0.54042 -0.48161 5.46116
85 H -2.04742 -1.27761 4.97416
86 C -1.61042 0.97739 -0.32784
87 C -0.23542 1.03839 -0.86984
88 C 0.70458 1.57839 0.21216
89 C 1.13958 3.03639 0.07516
90 N 1.48958 4.11739 -0.06184
91 H -1.76542 0.29539 0.51616
92 H -2.20742 0.58139 -1.17484
93 H -1.97742 2.02739 -0.12584
94 H -0.47142 1.75939 -1.67284
95 H 0.20958 0.07639 -1.23884
96 H 1.74358 1.11839 0.29716
97 H 0.43658 1.59139 1.23816

Löwdin population analysis, charges in e, atoms 1 to 6:
1. C -0.02
2. C -0.26
3. C -0.11
4. O 0.01
5. C -0.50
6. O 0.10

This record from the Open Molecules 2025 dataset describes a 2-piece molecular cluster, C4H10N overall in a non-equilibrium geometry. The level of theory is ωB97M-V/def2-TZVPD.

Properties
Total charge   +1
E_tot   -212.80383 a.u.
Frontier orbital gap   0.189 hartree
Largest force on an atom   1.59 eV Å⁻¹
LUMO level   -5.513 eV

Atoms and positions in Å:
1 C -3.64617 -5.82873 0.76672
2 C -3.81890 -4.49653 0.82479
3 H -3.91549 -6.33988 -0.15588
4 H -3.10810 -6.42920 1.49105
5 H -3.79976 -3.84264 -0.05425
6 H -4.19730 -3.99384 1.70461
7 C 2.54827 3.11081 0.67419
8 C 2.54657 3.81004 -1.62270
9 N 2.06816 3.04879 -0.72397
10 H 1.67624 3.43132 1.25229
11 H 3.43356 3.72828 0.80347
12 H 2.78907 2.09680 0.97688
13 H 3.44736 4.38580 -1.46400
14 H 2.10375 3.81104 -2.61518
15 H 1.31912 2.40316 -0.95234

Löwdin population analysis, charges in e, atoms 1 to 6:
1. C -0.08
2. C -0.09
3. H 0.04
4. H 0.05
5. H 0.04
6. H 0.04

This record from the Open Molecules 2025 dataset describes a 11-piece molecular cluster, C23H70N2O11 overall in a non-equilibrium geometry. The level of theory is ωB97M-V/def2-TZVPD.

Properties
Total charge   0
E_tot   -1855.25679 a.u.
Frontier orbital gap   0.376 hartree
SMILES   COC[C@H](C)N.COC[C@H](C)N.CCO.CCO.CCO.CCO.CCO.CCO.CO.CO.CO
Largest force on an atom   3.27 eV Å⁻¹
LUMO level   0.685 eV

Atoms and positions in Å:
1 C 3.52822 -4.48871 0.01448
2 O 2.96694 -3.82809 1.12769
3 C 3.87783 -2.80841 1.63637
4 C 3.25955 -2.03903 2.77375
5 C 1.93563 -1.31201 2.39584
6 N 4.13004 -1.04572 3.37962
7 H 2.84311 -5.19202 -0.44784
8 H 4.48672 -5.00194 0.22268
9 H 3.76724 -3.75872 -0.77970
10 H 4.80521 -3.28396 1.83598
11 H 4.00073 -1.96654 0.86802
12 H 2.97732 -2.75256 3.62258
13 H 1.53820 -0.77918 3.23454
14 H 1.28766 -2.13532 2.06575
15 H 2.02258 -0.72837 1.49979
16 H 4.45502 -0.34427 2.72271
17 H 4.97546 -1.54055 3.65815
18 C 2.95503 5.32234 1.45122
19 O 3.34811 4.38925 0.45048
20 C 2.75027 3.13147 0.58957
21 C 3.54504 2.21731 -0.35441
22 C 4.95588 1.92667 0.05511
23 N 3.49467 2.76854 -1.73834
24 H 1.98286 5.64730 1.09873
25 H 3.58759 6.22359 1.52374
26 H 2.91973 4.88573 2.47096
27 H 2.86956 2.72647 1.62077
28 H 1.69644 3.07626 0.29075
29 H 2.97765 1.30856 -0.35521
30 H 4.95996 1.78472 1.14051
31 H 5.79376 2.57166 -0.23041
32 H 5.23599 0.95259 -0.43320
33 H 4.42247 2.59462 -2.19018
34 H 3.46590 3.78645 -1.77518
35 C -0.28295 6.41184 -0.34367
36 C 0.11472 5.54150 -1.46769
37 O -0.46854 4.23088 -1.45865
38 H -1.35429 6.45340 -0.27757
39 H 0.02370 7.41830 -0.51317
40 H 0.24428 6.12273 0.54178
41 H 1.22617 5.42712 -1.48303
42 H -0.10876 6.01582 -2.43133
43 H -0.01797 3.81133 -2.20691
44 C -4.18009 -5.96145 -2.29212
45 C -4.44282 -5.56516 -0.88114
46 O -3.30182 -5.40724 -0.11077
47 H -3.33945 -6.61149 -2.42048
48 H -3.91806 -5.10740 -2.90088
49 H -5.18049 -6.44148 -2.70611
50 H -5.00971 -6.31947 -0.41253
51 H -5.04819 -4.66419 -0.98327
52 H -3.39237 -4.74952 0.59918
53 C -1.36631 1.15966 4.09989
54 C -0.31096 2.20984 3.81945
55 O 1.05508 1.76764 4.04588
56 H -2.26180 1.67752 4.11131
57 H -1.33254 0.72823 5.09985
58 H -1.35867 0.39036 3.36148
59 H -0.49641 3.07656 4.45606
60 H -0.33320 2.64879 2.85573
61 H 0.99647 0.93179 4.57790
62 C -2.70453 1.84111 0.23194
63 C -2.57674 1.44002 -1.23684
64 O -2.73769 0.02080 -1.45043
65 H -2.22994 1.15905 0.92196
66 H -3.76432 1.86516 0.47119
67 H -2.40708 2.92106 0.31365
68 H -1.53137 1.59101 -1.65350
69 H -3.31082 1.92952 -1.87167
70 H -1.83737 -0.38108 -1.26525
71 C -1.16554 -3.46332 2.25569
72 C -2.31768 -2.48855 2.09761
73 O -3.34647 -2.93414 1.23942
74 H -1.51911 -4.47679 2.52889
75 H -0.69273 -3.20193 3.14172
76 H -0.44195 -3.44017 1.41192
77 H -1.94032 -1.60015 1.60516
78 H -2.77399 -2.25506 3.07305
79 H -3.78668 -2.17509 0.84408
80 C -0.27995 3.55730 -5.19076
81 C 0.65483 2.40224 -4.83367
82 O 1.14383 2.87258 -3.54649
83 H 0.21455 4.48640 -5.50460
84 H -0.91867 3.74697 -4.29395
85 H -0.97414 3.25389 -5.98504
86 H 1.46585 2.20616 -5.54541
87 H 0.13288 1.52374 -4.62531
88 H 1.84910 2.34892 -3.17621
89 C -0.78541 -4.77599 -2.32937
90 O -0.77591 -4.32608 -1.00494
91 H -1.67006 -4.28425 -2.91539
92 H 0.12732 -4.48823 -2.78503
93 H -0.93085 -5.86586 -2.36184
94 H -1.68305 -4.59691 -0.62786
95 C 0.91659 -1.21505 -0.84794
96 O -0.46247 -1.53428 -0.87503
97 H 1.04476 -0.19486 -0.56580
98 H 1.53866 -1.85573 -0.18007
99 H 1.21376 -1.30233 -1.94539
100 H -0.59176 -2.51940 -1.10128
101 C -6.02888 -0.50502 -0.07672
102 O -4.74594 -0.98765 0.03088
103 H -6.11958 0.52925 0.16681
104 H -6.55602 -0.86226 -0.97064
105 H -6.55965 -1.00705 0.78701
106 H -4.10881 -0.46198 -0.47906

Löwdin population analysis, charges in e, atoms 1 to 6:
1. C -0.13
2. O -0.19
3. C -0.19
4. C -0.44
5. C -0.04
6. N 0.04